No. 1
C4H15N2O | ωB97M-V/def2-TZVPD

XYZ file:
```
22
Properties=species:S:1:pos:R:3:lowdin_charge:R:1
C -1.6578 0.9610 0.2725 -0.186
N -1.9251 0.4228 1.5907 -0.004
C -0.0842 0.9422 0.0206 -0.289
N 0.5873 0.0709 1.0397 0.036
C 2.1293 0.1947 0.8460 0.030
C 0.2924 0.3708 -1.3530 -0.040
H -2.0403 1.9948 0.2145 0.124
H -2.1466 0.4611 -0.5515 0.110
H -2.0041 1.0450 2.3809 0.086
H -2.6680 -0.2502 1.6850 0.084
H 0.2070 1.9805 0.1205 0.142
H 0.4868 -0.9285 0.8840 0.172
H 0.4313 0.3552 2.0005 0.156
H 2.3347 1.1701 0.4371 0.095
H 2.4974 -0.6377 0.2621 0.101
H 2.5576 0.3814 1.8451 0.110
H 0.7875 1.1641 -1.9315 0.096
H -0.5730 0.2629 -2.0176 0.094
H 1.0188 -0.4095 -1.3409 0.054
H 0.6719 -3.3143 -2.4281 0.028
H -0.8618 -3.3778 -1.9712 0.055
O -0.0414 -2.8594 -2.0053 -0.055
```

Computed properties:
- ΔE to the lowest compared entry with this formula, charge and spin (kcal/mol) = 42.6
- energy (eV) = -9411.816
- spin multiplicity = 1
- HOMO energy (eV) = -13.37
- LUMO (eV) = -2.89
- charge = +1

***

No. 2
C27H31N3O3 | ωB97M-V/def2-TZVPD

XYZ file:
```
64
Properties=species:S:1:pos:R:3:lowdin_charge:R:1
C 3.2829 -7.0180 2.4319 -0.087
O 2.8152 -5.6945 2.3946 -0.113
C 1.8626 -5.3052 3.3077 -0.197
C 1.2590 -6.1837 4.1896 -0.033
C 0.3421 -5.7370 5.1306 -0.102
C 0.0300 -4.3963 5.1881 -0.101
C 0.6103 -3.5113 4.2952 -0.028
C 1.5250 -3.9291 3.3298 -0.155
N 2.1744 -3.0432 2.4762 -0.089
C 2.1123 -1.6195 2.7119 -0.146
C 0.9234 -0.9614 2.0046 -0.160
N 1.0108 -1.2170 0.5747 -0.127
C 0.0452 -0.4075 -0.1663 -0.295
C -0.3399 -0.9637 -1.5393 -0.160
C -1.2744 0.0128 -2.2524 -0.157
C -0.6217 1.3899 -2.3838 -0.149
N -0.2354 1.8676 -1.0784 -0.041
C -0.8733 2.8376 -0.3797 -0.421
O -0.6678 3.0347 0.8047 0.076
C -1.8153 3.7061 -1.1561 -0.147
C -3.1572 3.7519 -0.7967 -0.016
C -4.0210 4.6008 -1.4678 -0.061
C -3.5531 5.4146 -2.4808 -0.013
C -2.2029 5.3949 -2.8380 -0.135
C -1.7135 6.2611 -3.8929 -0.230
C -0.4568 6.4379 -4.4196 -0.013
C -0.5801 7.4176 -5.4282 -0.060
C -1.8953 7.7687 -5.4479 -0.116
O -2.5853 7.0792 -4.5295 0.047
C -1.3397 4.5302 -2.1654 0.027
C 0.6723 0.9825 -0.3850 -0.089
C 0.9833 -2.6522 0.3548 -0.163
C 2.1931 -3.2899 1.0521 -0.135
H 2.4978 -7.7360 2.1694 0.095
H 3.6951 -7.2739 3.4133 0.097
H 4.0753 -7.0677 1.6858 0.094
H 1.5096 -7.2325 4.1684 0.099
H -0.1098 -6.4411 5.8124 0.099
H -0.6742 -4.0288 5.9197 0.100
H 0.3349 -2.4708 4.3574 0.096
H 2.0892 -1.4159 3.7823 0.121
H 3.0310 -1.1883 2.2992 0.128
H 0.9484 0.1135 2.1847 0.120
H -0.0242 -1.3570 2.4128 0.123
H -0.8847 -0.2808 0.4192 0.159
H -0.8454 -1.9248 -1.4361 0.112
H 0.5623 -1.1063 -2.1381 0.123
H -1.5252 -0.3678 -3.2436 0.114
H -2.2007 0.1142 -1.6824 0.120
H -1.3115 2.0935 -2.8503 0.117
H 0.2781 1.3127 -3.0059 0.132
H -3.5135 3.1247 0.0064 0.120
H -5.0652 4.6313 -1.1940 0.106
H -4.2243 6.0802 -3.0014 0.115
H 0.4436 5.9387 -4.1268 0.106
H 0.2006 7.8057 -6.0497 0.101
H -2.4413 8.4706 -6.0469 0.120
H -0.2917 4.5061 -2.4215 0.126
H 0.9207 1.4531 0.5659 0.113
H 1.5861 0.8658 -0.9755 0.138
H 1.0608 -2.8621 -0.7113 0.112
H 0.0566 -3.1140 0.7444 0.136
H 2.2071 -4.3588 0.8579 0.115
H 3.1052 -2.8418 0.6451 0.130
```

Computed properties:
- ΔE to the lowest compared entry with this formula, charge and spin (kcal/mol) = 80.0
- energy (eV) = -39114.476
- spin multiplicity = 1
- structure (SMILES) = COc1ccccc1N1CCN([C@@H]2CCCN(C(=O)c3cccc(-c4ccco4)c3)C2)CC1
- HOMO energy (eV) = -7.41
- LUMO (eV) = 0.67
- charge = 0

***

No. 3
C37H40N2O2SW | ωB97M-V/def2-TZVPD

XYZ file:
```
83
Properties=species:S:1:pos:R:3:lowdin_charge:R:1
W -0.1354 2.2302 -0.0556 1.546
C 3.2087 2.2908 3.1434 -0.067
C 2.8744 0.9423 2.4979 -0.378
C 3.3636 -0.2206 3.3642 -0.044
C 3.4493 0.8754 1.0959 -0.142
C 4.8261 0.9053 0.9007 -0.018
C 5.3660 0.8449 -0.3726 -0.039
C 4.5361 0.7730 -1.4803 -0.015
C 3.1553 0.7476 -1.3381 -0.143
C 2.2639 0.6601 -2.5645 -0.375
C 2.3858 -0.7108 -3.2361 -0.037
C 2.5522 1.7907 -3.5526 -0.049
C 2.6446 0.7837 -0.0375 -0.177
N 1.2122 0.6779 0.1183 -0.023
C 0.7102 -0.5312 0.1662 -0.135
C -0.7200 -0.6267 0.0928 -0.145
N -1.3521 0.5162 -0.0049 -0.037
C -2.7948 0.4742 -0.0887 -0.163
C -3.5508 0.1762 1.0460 -0.144
C -4.9257 0.0312 0.8686 -0.021
C -5.5135 0.1934 -0.3718 -0.039
C -4.7430 0.5455 -1.4726 -0.012
C -3.3732 0.7023 -1.3445 -0.143
C -2.4932 1.2068 -2.4711 -0.365
C -3.0750 1.0159 -3.8679 -0.057
C -2.2134 2.6949 -2.2198 -0.048
C -2.9555 0.0743 2.4383 -0.371
C -3.5202 1.1956 3.3180 -0.069
C -3.2104 -1.2892 3.0858 -0.041
C -1.0925 -2.0388 0.0459 -0.065
C -2.2539 -2.7541 -0.0970 0.017
C -2.1735 -4.1665 -0.1406 -0.038
C -0.9785 -4.8380 -0.0568 0.012
C 0.2408 -4.1224 0.0640 -0.140
C 1.5518 -4.6629 0.1093 0.013
C 2.6464 -3.8361 0.1774 -0.034
C 2.5291 -2.4262 0.2058 0.020
C 1.2706 -1.8803 0.1854 -0.071
C 0.1417 -2.7370 0.1154 -0.071
H 2.7526 2.3638 4.1321 0.072
H 2.8481 3.1197 2.5317 0.079
H 4.2872 2.4018 3.2636 0.084
H 1.7881 0.8667 2.4280 0.089
H 4.4467 -0.1870 3.4907 0.082
H 3.1035 -1.1836 2.9209 0.072
H 2.9104 -0.1701 4.3551 0.086
H 5.4850 0.9731 1.7570 0.119
H 6.4396 0.8659 -0.5050 0.114
H 4.9704 0.7411 -2.4712 0.119
H 1.2230 0.7785 -2.2407 0.101
H 3.4131 -0.8750 -3.5661 0.087
H 1.7370 -0.7677 -4.1110 0.084
H 2.1203 -1.5194 -2.5526 0.069
H 3.5559 1.7050 -3.9708 0.082
H 2.4638 2.7622 -3.0659 0.080
H 1.8473 1.7488 -4.3845 0.084
H -5.5442 -0.2063 1.7247 0.120
H -6.5823 0.0681 -0.4826 0.115
H -5.2196 0.6981 -2.4308 0.113
H -1.5485 0.6538 -2.4371 0.124
H -3.9824 1.6046 -4.0082 0.084
H -3.3110 -0.0329 -4.0466 0.094
H -2.3561 1.3366 -4.6218 0.088
H -3.1183 3.2785 -2.4023 0.114
H -1.4103 3.0963 -2.8357 0.093
H -2.0068 2.9240 -1.1498 0.041
H -1.8757 0.2209 2.3681 0.101
H -4.5939 1.0710 3.4645 0.084
H -3.3534 2.1752 2.8679 0.070
H -3.0417 1.1831 4.2983 0.080
H -4.2802 -1.4800 3.1842 0.083
H -2.7757 -1.3169 4.0854 0.088
H -2.7731 -2.1008 2.5048 0.066
H -3.2190 -2.2704 -0.1723 0.116
H -3.0897 -4.7320 -0.2445 0.114
H -0.9634 -5.9200 -0.0959 0.123
H 1.6887 -5.7366 0.0779 0.123
H 3.6361 -4.2719 0.2005 0.115
H 3.4173 -1.8082 0.2377 0.118
S -0.3026 2.8564 3.3126 0.818
C -0.3385 2.5002 1.8113 -0.825
O 0.2564 3.9138 -0.9114 -0.335
O 1.4420 3.1641 -0.5766 -0.320
```

Computed properties:
- energy (eV) = -58746.913
- <S²> = 0.859
- spin multiplicity = 2
- HOMO energy (spin up / spin down) (eV) = -10.81 / -10.38
- LUMO (spin up / spin down) (eV) = -4.49 / -4.91
- charge = +1

***

No. 4
C5H11N2S | ωB97M-V/def2-TZVPD

XYZ file:
```
19
Properties=species:S:1:pos:R:3:lowdin_charge:R:1
C 2.5910 0.7447 -0.5890 -0.057
C 1.4989 -0.1656 -0.1306 -0.470
C 1.6327 -0.7656 1.1970 -0.072
C 0.5037 -0.4636 -0.9410 -0.434
S -0.9038 -1.4761 -0.6176 0.966
N -2.0502 -0.2398 -0.1470 -0.257
C -3.3673 -0.3341 -0.1937 -0.198
N -4.1587 0.5939 0.3728 0.146
H 3.1701 1.2267 0.2172 0.078
H 3.3786 -0.0270 -0.9999 0.144
H 2.2129 1.6533 -1.2193 0.126
H 0.6199 -1.0976 1.5322 0.064
H 2.1550 -0.1340 2.0173 0.131
H 2.1722 -1.6778 0.9976 0.097
H 0.5882 -0.1104 -2.0639 0.124
H -1.5642 0.5539 0.3836 0.165
H -3.7671 -1.0819 -0.8510 0.147
H -5.1679 0.2496 0.5125 0.180
H -3.7854 1.5163 0.4751 0.121
```

Computed properties:
- ΔE to the lowest compared entry with this formula, charge and spin (kcal/mol) = 53.7
- energy (eV) = -19170.558
- spin multiplicity = 1
- structure (SMILES) = CC(C)=CS/[NH+]=C/N
- HOMO energy (eV) = -12.96
- LUMO (eV) = -3.82
- charge = +1

***

No. 5
C4H10S | ωB97M-V/def2-TZVPD

XYZ file:
```
15
Properties=species:S:1:pos:R:3:lowdin_charge:R:1
C -1.0525 -0.3434 -1.6908 -0.100
C 1.3643 0.5418 -1.7826 0.059
C -0.0045 0.7043 -1.6013 -0.220
S 0.0468 -0.3831 1.4473 0.268
C -0.1600 -0.4587 3.2691 -0.619
H -0.9379 -1.1007 -0.9104 0.031
H -2.0299 0.1047 -1.5676 0.086
H -1.0241 -0.8295 -2.6692 0.096
H 1.9128 -0.3655 -1.5320 0.115
H 1.9973 1.4069 -1.6013 0.111
H 0.8172 0.4774 -0.5897 0.057
H -0.3234 1.7336 -1.6494 0.135
H -0.6907 0.4181 3.6321 -0.003
H -0.7107 -1.3757 3.4654 -0.009
H 0.7953 -0.5299 3.7803 -0.006
```

Computed properties:
- ΔE to the lowest compared entry with this formula, charge and spin (kcal/mol) = 104.2
- energy (eV) = -15140.848
- spin multiplicity = 1
- HOMO energy (eV) = -6.60
- LUMO (eV) = -0.96
- charge = 0

***

No. 6
C35H33NO3P | ωB97M-V/def2-TZVPD

XYZ file:
```
73
Properties=species:S:1:pos:R:3:lowdin_charge:R:1
C 0.8943 -3.4937 -5.2278 -0.056
O 1.9288 -2.9270 -4.3940 -0.089
C 1.5993 -2.2823 -3.2409 -0.258
C 2.6583 -1.6476 -2.5486 0.011
C 2.4030 -0.9139 -1.4058 -0.062
C 1.0807 -0.7245 -0.9543 -0.377
P 0.5733 0.4154 0.3909 1.124
C 2.2445 1.0172 0.9377 -0.364
C 2.8769 2.1754 0.4364 -0.070
C 4.2049 2.4479 0.7205 0.010
C 4.9441 1.5883 1.5714 -0.258
O 6.2607 1.8919 1.7480 -0.090
C 7.1223 1.0313 2.5226 -0.055
C 4.3020 0.4634 2.1467 -0.016
C 2.9694 0.2084 1.8393 -0.112
C 0.0454 1.8785 -0.6087 -0.366
C -0.3977 3.0151 0.0987 -0.115
C -0.5830 4.2420 -0.5267 -0.014
C -0.3528 4.3486 -1.9212 -0.259
O -0.4500 5.5107 -2.6258 -0.090
C -0.7727 6.7493 -1.9588 -0.056
C 0.0359 3.1985 -2.6518 0.008
C 0.1958 1.9836 -2.0072 -0.071
C 0.0408 -1.3967 -1.6252 -0.127
C 0.2778 -2.1804 -2.7421 -0.014
H 1.4460 -3.9261 -6.0638 0.095
H 0.3385 -4.2765 -4.6925 0.092
H 0.2039 -2.7199 -5.5908 0.098
H 3.6616 -1.7304 -2.9638 0.125
H 3.2419 -0.4528 -0.8889 0.106
H 2.3494 2.8688 -0.2154 0.104
H 4.7222 3.2993 0.2770 0.125
H 8.0912 1.5319 2.4954 0.095
H 6.7710 0.9501 3.5590 0.094
H 7.2035 0.0368 2.0672 0.096
H 4.8620 -0.2159 2.7943 0.107
H 2.4835 -0.6599 2.2838 0.098
H -0.5563 2.9450 1.1743 0.092
H -0.8645 5.1243 0.0537 0.107
H -0.8224 7.4766 -2.7700 0.094
H -1.7428 6.6875 -1.4483 0.093
H 0.0139 7.0346 -1.2488 0.097
H 0.2314 3.3138 -3.7183 0.124
H 0.4891 1.1232 -2.6047 0.104
H -0.9818 -1.2874 -1.2658 0.101
H -0.5520 -2.6715 -3.2547 0.107
C -5.3612 -2.8210 1.2178 -0.003
N -4.0470 -2.1777 1.3455 -0.009
C -2.9600 -2.9911 1.1117 -0.119
C -3.1792 -4.3415 0.8113 -0.013
C -2.1179 -5.2303 0.7196 -0.026
C -0.8028 -4.7576 0.8815 -0.047
C -0.5581 -3.4086 1.1118 -0.002
C -1.6230 -2.4804 1.2537 -0.134
C -1.4320 -1.1177 1.6048 -0.007
C -2.5719 -0.3303 1.9145 -0.126
C -3.9019 -0.8698 1.7582 -0.099
C -5.0174 -0.1060 2.1509 0.001
C -4.8530 1.1363 2.7584 -0.032
C -3.5625 1.6576 2.9454 -0.050
C -2.4473 0.9488 2.5103 -0.012
H -6.1874 -2.1341 1.3985 0.079
H -5.4778 -3.2273 0.2015 0.113
H -5.4542 -3.6582 1.9292 0.118
H -4.1909 -4.7158 0.6591 0.102
H -2.3263 -6.2769 0.5053 0.122
H 0.0226 -5.4683 0.8174 0.117
H 0.4692 -3.0484 1.2042 0.125
H -0.4678 -0.8397 2.0615 0.067
H -6.0301 -0.4759 2.0026 0.102
H -5.7302 1.7020 3.0723 0.122
H -3.4373 2.6255 3.4344 0.117
H -1.4452 1.3556 2.6661 0.111
```

Computed properties:
- ΔE to the lowest compared entry with this formula, charge and spin (kcal/mol) = 29.3
- energy (eV) = -53744.586
- spin multiplicity = 1
- HOMO energy (eV) = -9.79
- LUMO (eV) = -4.43
- charge = +1

***

No. 7
C9H13N3O | ωB97M-V/def2-TZVPD

XYZ file:
```
26
Properties=species:S:1:pos:R:3:lowdin_charge:R:1
H 4.3181 -0.7388 0.3844 0.026
N 3.5402 -0.1574 0.5977 0.089
C 3.1616 0.5330 -0.4519 -0.242
C 2.0302 1.4337 -0.4145 -0.193
C 1.3639 1.3436 0.9413 -0.120
C 0.0766 1.3487 1.2050 -0.100
C -0.9921 1.5774 0.1506 -0.247
C -2.3027 1.9222 0.5663 -0.212
N -3.4137 2.1105 0.7325 0.189
C -1.1667 0.2012 -0.6663 -0.328
C -1.5780 -0.8865 0.3064 -0.110
C -3.1058 -1.1898 0.1016 -0.286
O -3.4230 -2.3756 0.6401 -0.021
N -0.9183 0.2188 -1.9119 0.162
H -1.0981 -0.7328 -2.2269 0.064
H 3.7620 0.5100 -1.4173 0.126
H 1.0715 1.2293 -1.1766 0.150
H 2.4179 2.4191 -0.7100 0.122
H 2.0454 1.1268 1.7637 0.099
H -0.1279 1.1141 2.2597 0.123
H -0.5759 2.4126 -0.4834 0.165
H -1.1822 -0.6137 1.2623 0.094
H -1.0257 -1.8289 0.1764 0.125
H -3.5482 -0.3794 0.6208 0.085
H -3.1971 -1.1300 -1.0465 0.145
H -2.8410 -3.0690 0.3221 0.097
```

Computed properties:
- ΔE to the lowest compared entry with this formula, charge and spin (kcal/mol) = 94.5
- energy (eV) = -16058.157
- spin multiplicity = 1
- structure (SMILES) = [H]/N=C/C/C=C\[C@H](C#N)/C(CCO)=N/[H]
- HOMO energy (eV) = -9.83
- LUMO (eV) = 0.61
- charge = 0

***

No. 8
C4H3BrO | ωB97M-V/def2-TZVPD

XYZ file:
```
9
Properties=species:S:1:pos:R:3:lowdin_charge:R:1
C -0.4406 0.6295 0.6494 -0.129
C 1.6118 -0.5191 -0.8116 -0.892
C 0.7336 0.0663 -0.0328 -0.043
C -1.6442 0.0914 0.3625 -0.016
O 2.1849 0.6873 -0.4238 0.038
Br 2.2611 -1.9949 -1.5343 0.862
H -0.2128 1.3855 1.2552 0.056
H -1.8898 -0.7354 -0.3130 0.061
H -2.6040 0.3894 0.8484 0.064
```

Computed properties:
- ΔE to the lowest compared entry with this formula, charge and spin (kcal/mol) = 33.8
- energy (eV) = -76279.425
- <S²> = 2.027
- spin multiplicity = 3
- HOMO energy (spin up / spin down) (eV) = -5.95 / -10.59
- LUMO (spin up / spin down) (eV) = 0.70 / -1.42
- charge = 0